{
  "formula": "CHO5P",
  "method": "the ωB97M-V functional and the def2-TZVPD basis",
  "elements": ["O", "C", "O", "P", "O", "O", "O", "H"],
  "xyz": [[-2.5016, 0.6624, 0.3247], [-1.3554, 0.4890, -0.1190], [-0.2163, 1.0561, 0.3017], [1.1198, -0.3360, 0.1502], [0.8665, -0.8495, -1.2634], [0.6775, -1.2863, 1.2413], [2.4607, 0.3789, 0.4180], [-1.0512, -0.1147, -1.0536]],
  "forces_ev_per_angstrom": [[1.4433, -0.0024, -0.4977], [0.9571, 0.6319, -0.7200], [-1.2016, -1.3832, 0.1188], [1.8854, -0.3081, 0.2759], [0.1072, 0.6377, 0.3051], [-0.2617, 0.4410, -0.1035], [-1.7858, -0.2140, -0.5042], [-1.1438, 0.1970, 1.1256]],
  "lowdin_charge": [-0.0904, -0.5027, -0.1940, 0.1218, -0.4801, -0.4588, -0.4987, 0.1029],
  "homo_energy_ev": 0.193,
  "e_above_lowest_kcal_mol": 7.6,
  "spin_multiplicity": 1,
  "e_lumo_ev": 6.9,
  "total_charge": -2,
  "smiles": "O=COP(=O)([O-])[O-]",
  "homo_lumo_gap_ev": 6.747
}